A 22-piece molecular cluster, C77H202Br8N14O10 overall in a non-equilibrium geometry, computed with ωB97M-V/def2-TZVPD.

Computed properties:
charge = +6
F_max = 3.2 eV Å⁻¹
HOMO = -16.776 eV
HOMO-LUMO gap = 6.48 eV

Element x y z (Å)
C: -2.421359 -7.625288 -4.364142
C: -3.519819 -7.052136 -3.492924
C: -3.511631 -7.429961 -2.042975
O: -4.681565 -7.060228 -1.289489
C: -4.590595 -7.405283 0.065093
N: -3.544421 -5.512481 -3.667468
H: -2.674852 -5.030595 -3.845586
H: -4.110821 -5.314356 -4.479893
H: -4.076219 -5.038094 -2.951750
H: -2.369349 -7.320413 -5.409344
H: -2.402660 -8.714308 -4.406413
H: -1.418880 -7.478771 -3.962044
H: -4.482871 -7.401342 -3.865317
H: -2.650406 -7.092371 -1.466411
H: -3.344964 -8.503023 -1.948865
H: -4.605049 -8.478252 0.256472
H: -5.352398 -6.998049 0.729868
H: -3.593006 -7.035712 0.302435
C: 3.403427 -1.069498 9.886084
C: 3.380559 -1.371328 8.385677
C: 3.090411 -0.098417 7.505668
O: 3.360692 -0.358119 6.056762
C: 2.432388 -1.180386 5.451813
N: 4.660342 -2.028085 7.899569
H: 4.869491 -2.293576 6.947797
H: 5.365701 -1.348120 8.144931
H: 4.788923 -2.849812 8.472585
H: 2.456473 -0.668100 10.246984
H: 4.299233 -0.468483 10.042327
H: 3.628375 -2.009423 10.390112
H: 2.615854 -2.101961 8.122043
H: 3.692389 0.791381 7.689982
H: 2.070098 0.280732 7.563163
H: 1.390918 -0.902650 5.614015
H: 2.503664 -2.251051 5.643359
H: 2.631360 -1.022638 4.391802
C: -0.993849 -2.881823 -1.744208
C: -0.692162 -1.386931 -1.650311
C: -1.516648 -0.582741 -0.662127
O: -1.269771 -0.973177 0.699846
C: -1.581287 0.019848 1.608610
N: 0.747805 -1.152531 -1.264821
H: 1.420608 -1.856090 -1.533949
H: 1.117589 -0.295856 -1.651423
H: 0.884394 -1.002411 -0.275418
H: -0.306170 -3.347308 -2.450258
H: -1.949938 -3.107797 -2.216363
H: -1.162473 -3.447592 -0.827924
H: -0.721087 -0.949840 -2.648419
H: -2.604852 -0.638658 -0.690022
H: -1.289682 0.462725 -0.870929
H: -1.299453 -0.327857 2.602466
H: -2.649594 0.234345 1.637249
H: -1.185463 0.977011 1.269111
C: -6.349531 2.593247 -0.336326
C: -6.136458 1.158324 -0.107604
C: -7.315959 0.268530 0.225624
O: -6.943913 -1.066434 0.525005
C: -8.209916 -1.777848 0.593041
N: -5.579127 0.614239 -1.376657
H: -6.281571 0.696596 -2.097687
H: -4.748562 1.091697 -1.696517
H: -5.509986 -0.393354 -1.384847
H: -6.757682 3.141644 0.512662
H: -6.991403 2.672009 -1.213759
H: -5.409827 3.112252 -0.525212
H: -5.328053 0.987889 0.603396
H: -8.132019 0.433074 -0.477985
H: -7.853874 0.613986 1.108468
H: -7.982006 -2.840958 0.670192
H: -8.849446 -1.661268 -0.281896
H: -8.776141 -1.514416 1.486401
C: 3.318025 -3.630963 -6.734307
C: 3.072157 -2.048190 -6.534018
C: 3.802208 -1.095351 -7.461351
O: 5.200371 -1.204898 -7.210515
C: 5.951752 -0.396110 -8.071271
N: 1.585232 -1.748629 -6.373977
H: 1.512457 -0.912496 -5.812123
H: 1.005528 -1.663404 -7.196642
H: 1.124473 -2.473093 -5.842041
H: 3.236855 -4.273429 -5.857523
H: 4.335702 -3.728994 -7.112206
H: 2.632105 -4.039091 -7.476627
H: 3.585204 -1.748863 -5.620084
H: 3.599051 -0.037998 -7.291601
H: 3.575535 -1.250265 -8.516207
H: 6.978601 -0.697367 -7.864073
H: 5.678696 0.638686 -7.864579
H: 5.851495 -0.659517 -9.124206
C: -0.338291 -3.098257 3.637195
C: 0.304816 -3.723476 2.411797
C: 1.650433 -4.439801 2.767741
N: 2.515237 -4.741278 1.549841
C: 3.196478 -3.501195 1.002554
C: 1.681999 -5.524739 0.473600
C: 2.627172 -6.552966 -0.197900
C: 3.937687 -6.499757 0.574918
C: 3.590718 -5.781497 1.915415
H: 0.436055 -2.976113 4.394548
H: -0.949683 -3.867857 4.108369
H: -0.876195 -2.158800 3.509954
H: 0.472405 -2.956595 1.655566
H: -0.448276 -4.391373 1.993611
H: 1.454110 -5.413281 3.217062
H: 2.317058 -3.982254 3.498742
H: 2.472283 -2.764990 0.653782
H: 3.843061 -3.769400 0.167035
H: 3.869901 -3.147940 1.783470
H: 1.115308 -4.940805 -0.251642
H: 1.006109 -6.084400 1.120174
H: 2.638457 -6.406743 -1.277988
H: 2.186107 -7.546235 -0.114351
H: 4.608762 -5.944300 -0.080237
H: 4.390692 -7.472242 0.767669
H: 4.496352 -5.341032 2.332447
H: 3.062667 -6.476198 2.568597
C: 4.521054 3.980216 -7.345354
C: 3.116366 3.843371 -7.791843
C: 2.123967 4.161113 -6.559092
N: 0.601866 4.171501 -6.897207
C: 0.256748 2.864332 -7.591219
C: 0.174362 5.366892 -7.768305
C: -1.117321 5.892232 -7.089083
C: -1.452527 4.928838 -5.995035
C: -0.164540 4.305400 -5.592428
H: 4.661294 5.036617 -7.116335
H: 5.305235 3.729547 -8.059714
H: 4.719984 3.395570 -6.447185
H: 2.935662 2.856092 -8.216945
H: 2.950405 4.485511 -8.656835
H: 2.188709 5.043731 -5.922773
H: 2.294985 3.323377 -5.883029
H: 0.865021 2.744125 -8.487691
H: -0.809085 2.814388 -7.813957
H: 0.421112 2.099241 -6.832456
H: -0.054258 5.011065 -8.772907
H: 0.995817 6.079411 -7.843378
H: -1.954940 5.985397 -7.780313
H: -0.978441 6.893185 -6.680542
H: -2.165666 4.209997 -6.398515
H: -1.978535 5.280460 -5.107463
H: -0.377339 3.433734 -4.973544
H: 0.357597 5.013233 -4.948656
C: 5.310400 3.869881 3.665724
C: 5.304727 2.312358 3.964697
C: 6.248947 1.492640 3.060511
N: 6.657976 0.053257 3.464607
C: 5.454776 -0.878056 3.242726
C: 7.177338 -0.012432 4.900276
C: 7.947888 -1.387443 4.989878
C: 8.655286 -1.496900 3.656324
C: 7.982109 -0.379385 2.762870
H: 6.318747 4.262345 3.797256
H: 4.647629 4.437933 4.318531
H: 5.026827 4.067268 2.631928
H: 4.280751 1.948912 3.878192
H: 5.478444 2.189061 5.033673
H: 7.191596 2.039537 3.039967
H: 5.833379 1.390987 2.057985
H: 4.692079 -0.496096 3.921330
H: 5.803693 -1.854372 3.579142
H: 5.182579 -0.855885 2.187495
H: 6.336127 0.140400 5.576379
H: 7.827141 0.846219 5.069358
H: 7.172028 -2.153014 4.983120
H: 8.612418 -1.508499 5.845358
H: 8.656127 -2.449223 3.126073
H: 9.698410 -1.234333 3.832491
H: 7.818382 -0.578899 1.703867
H: 8.609142 0.510762 2.712127
C: -5.794807 0.051927 4.229888
C: -6.301130 1.428342 3.905894
C: -5.358890 2.586806 4.301980
N: -5.963909 3.974373 4.317033
C: -6.536519 4.394682 2.948353
C: -4.975515 4.990128 4.920026
C: -5.799099 6.160860 5.453619
C: -7.094505 5.476961 5.936822
C: -7.136481 4.057999 5.363125
H: -6.472686 -0.694188 3.815311
H: -5.755419 -0.136742 5.302710
H: -4.907590 -0.250985 3.673822
H: -7.285522 1.538068 4.360903
H: -6.455055 1.540406 2.832648
H: -4.523245 2.557042 3.602770
H: -4.931587 2.454093 5.295913
H: -5.731932 4.241660 2.229101
H: -6.793864 5.448834 3.051409
H: -7.389067 3.801302 2.617963
H: -4.286874 5.144814 4.089392
H: -4.338797 4.450889 5.621386
H: -5.849068 7.050526 4.825855
H: -5.346064 6.615631 6.334550
H: -8.009921 5.873641 5.497795
H: -7.146069 5.484417 7.025585
H: -8.086681 3.795054 4.898284
H: -6.981451 3.355442 6.181952
C: -5.842900 -4.345449 2.165216
N: -4.563735 -4.045116 2.976821
C: -3.621235 -5.236075 2.929885
C: -3.840992 -2.894068 2.237362
C: -4.982248 -3.632355 4.421089
C: -3.884182 -3.019207 5.334856
O: -3.211749 -1.830520 4.784399
H: -6.356595 -5.196641 2.612080
H: -5.535877 -4.544645 1.138493
H: -6.370200 -3.407830 2.341041
H: -4.173265 -6.065837 3.371326
H: -2.739716 -4.921135 3.488312
H: -3.330382 -5.514903 1.917088
H: -2.840430 -2.846902 2.667191
H: -4.431059 -1.992190 2.400257
H: -3.840668 -3.073893 1.162302
H: -5.260805 -4.615431 4.800628
H: -5.826969 -2.944030 4.448332
H: -3.237731 -3.877145 5.519640
H: -4.375533 -2.729864 6.263809
H: -2.795259 -1.336681 5.494508
C: 0.822775 2.608910 6.491153
N: 0.170711 3.325280 5.253058
C: 0.627406 2.706022 3.940326
C: -1.325326 3.143754 5.409074
C: 0.670108 4.855715 5.289889
C: -0.189114 5.785308 4.337881
O: 0.548568 6.959158 4.080872
H: 0.541352 3.164278 7.385833
H: 1.859738 2.612306 6.155297
H: 0.399513 1.605039 6.525670
H: 1.699139 2.870915 3.829452
H: 0.048274 3.062469 3.088482
H: 0.434701 1.652783 4.144434
H: -1.539426 2.075002 5.414707
H: -1.889153 3.710502 4.668129
H: -1.606658 3.457919 6.414181
H: 1.708827 4.717953 4.989599
H: 0.640317 5.234085 6.311678
H: -1.111592 6.046823 4.856283
H: -0.448831 5.249689 3.424781
H: 0.178108 7.491328 3.372939
C: 0.390529 2.947346 -0.841732
N: 1.103232 4.339417 -0.670115
C: 2.122506 4.512956 -1.805312
C: -0.022714 5.397097 -0.810123
C: 1.768003 4.439076 0.729030
C: 2.821256 5.640153 0.797394
O: 4.069225 5.344028 0.324290
H: -0.120627 2.906890 -1.803589
H: -0.229311 2.755894 0.034198
H: 1.144064 2.163667 -0.920087
H: 2.944591 3.918243 -1.407076
H: 2.361898 5.565985 -1.953350
H: 1.659036 4.057346 -2.680359
H: -0.664643 5.229215 0.054655
H: -0.588164 5.241274 -1.728872
H: 0.434174 6.386305 -0.781657
H: 2.274186 3.479554 0.834809
H: 0.944338 4.453793 1.442803
H: 2.928210 5.929436 1.842847
H: 2.455979 6.528355 0.281858
H: 4.546838 6.158683 0.496987
C: -3.130113 0.775459 -6.691671
N: -3.486440 -0.701445 -6.389697
C: -2.786776 -1.659586 -7.383204
C: -2.859189 -0.967392 -4.963943
C: -5.064893 -0.772166 -6.259212
C: -5.651954 -2.159129 -5.996417
O: -5.321716 -3.012618 -7.041937
H: -3.380985 0.972671 -7.733915
H: -2.046572 0.825547 -6.584361
H: -3.708715 1.353198 -5.970879
H: -1.737584 -1.367840 -7.336509
H: -3.132297 -1.378816 -8.378132
H: -2.854604 -2.721143 -7.145268
H: -3.103073 -2.020474 -4.823785
H: -3.435298 -0.363048 -4.263247
H: -1.775191 -0.880711 -5.038384
H: -5.542881 -0.221531 -7.069409
H: -5.178877 -0.133222 -5.383498
H: -6.716990 -2.032421 -5.802187
H: -5.233722 -2.648145 -5.116617
H: -5.510745 -3.936314 -6.861215
C: 5.575831 -0.357595 -3.738987
N: 5.845644 0.412954 -2.439693
C: 4.622407 0.435552 -1.524221
C: 6.953025 -0.437320 -1.778965
C: 6.453565 1.771305 -2.874581
C: 5.498806 2.611287 -3.747932
O: 6.191043 3.811099 -4.217867
H: 6.402915 -0.330659 -4.448433
H: 4.656231 -0.007360 -4.207775
H: 5.372700 -1.390818 -3.457395
H: 4.137756 -0.539770 -1.479886
H: 3.956684 1.186251 -1.950079
H: 4.936444 0.779246 -0.538646
H: 6.558302 -1.434592 -1.584698
H: 7.108661 -0.089418 -0.757770
H: 7.780387 -0.480095 -2.487303
H: 7.286311 1.558140 -3.544799
H: 6.565726 2.302772 -1.929558
H: 4.697130 2.984399 -3.110591
H: 5.091942 2.064169 -4.598366
H: 6.966859 3.474868 -4.672448
Br: -3.513517 2.899783 -3.435710
Br: -5.193763 -2.989116 -1.937233
Br: 2.391017 0.376680 1.410380
Br: 1.195846 1.009276 -4.028374
Br: -1.730691 -0.628798 7.265836
Br: -2.522587 3.614310 1.684252
Br: 3.195146 -3.449243 -2.892056
Br: -0.841248 -4.344635 -5.494680

Cartesian forces, eV/Å:
C 1.31 -0.97 0.29
C -0.49 0.68 -0.55
C 0.26 -0.75 1.98
O -0.69 0.26 -1.76
C 1.28 -0.36 -0.04
N -1.27 -1.27 -0.32
H 1.24 0.03 -0.14
H 0.00 0.00 -0.61
H -0.29 0.48 1.15
H -0.47 0.46 0.19
H -0.84 -0.14 0.14
H 0.03 0.72 0.18
H -0.13 0.26 -0.15
H 0.49 0.81 -0.24
H -0.40 -0.42 -0.49
H 0.05 -0.26 -0.30
H -0.16 0.49 -0.67
H 0.19 -0.02 1.13
C 1.37 -1.14 -1.02
C -2.26 1.10 -1.79
C 0.66 -0.44 -1.85
O 0.77 0.59 2.89
C -0.93 -0.24 -1.72
N 0.45 0.80 1.50
H -0.96 0.21 -0.71
H 0.87 0.03 0.26
H 0.36 -0.46 0.39
H 0.28 0.17 -0.13
H -0.38 0.65 0.51
H -0.36 -0.04 0.36
H -0.19 0.04 0.23
H 0.51 -0.35 0.50
H -0.28 -0.69 0.46
H -0.15 0.20 0.34
H 0.32 -0.26 0.43
H -0.31 -0.28 -0.30
C -0.45 -0.36 -0.63
C -0.22 -0.96 0.25
C -0.70 0.27 0.90
O 1.34 -1.10 -1.50
C -0.76 0.88 0.23
N -0.02 0.27 0.53
H 0.34 -1.07 -0.80
H -0.05 0.68 -0.87
H -0.25 -0.05 1.09
H 0.42 -0.25 0.35
H -0.33 0.88 -0.28
H 0.85 0.31 0.48
H -0.47 0.07 0.03
H -0.14 -0.40 -1.23
H 0.25 0.43 0.50
H 0.30 0.41 -0.08
H -0.52 -0.22 0.02
H 0.60 0.12 0.60
C -0.40 1.30 -0.08
C 1.05 -1.77 0.65
C -0.42 1.01 1.57
O -1.47 0.34 -1.15
C 0.69 -1.12 0.35
N -1.01 -0.38 -0.49
H -0.32 0.77 -0.62
H 0.82 0.44 -0.46
H 0.90 -1.27 0.53
H -0.42 -0.39 -0.10
H -0.18 0.61 0.07
H 0.14 -0.19 -0.34
H -0.06 -0.02 0.35
H 0.18 -0.72 -1.00
H 0.34 0.69 0.51
H 0.12 0.08 -0.09
H 0.26 0.30 -0.14
H 0.03 0.36 0.08
C -0.05 1.64 -0.68
C 0.79 -1.87 0.58
C 0.48 0.18 -1.10
O -1.31 -1.21 0.34
C 0.66 -0.61 -0.08
N 1.24 0.10 0.24
H -0.34 0.90 0.44
H 0.29 0.04 -0.72
H -0.30 -1.07 0.64
H -0.18 0.69 0.36
H -0.04 -0.02 -0.06
H 0.01 0.14 -0.18
H -0.80 -0.45 0.75
H -0.85 0.27 0.42
H 0.10 -0.35 -0.29
H 0.16 0.78 0.24
H 0.50 0.35 -0.30
H -0.58 0.16 -0.15
C 0.69 -0.70 0.97
C 0.72 0.51 -0.08
C -0.56 -0.52 -0.87
N 0.24 -0.18 -0.91
C 0.10 -0.74 0.00
C 0.47 -0.93 0.79
C -1.14 -0.36 0.11
C -0.11 0.64 -0.18
C -0.23 -0.37 -1.67
H 0.02 0.59 0.13
H -0.50 0.32 0.06
H 0.02 -0.35 -0.10
H 0.17 0.08 -0.03
H 0.47 -0.41 -0.28
H -0.25 -0.12 -0.13
H -0.27 0.77 -0.16
H 0.13 -0.07 0.39
H -0.35 -0.24 -0.21
H -0.41 0.36 0.16
H 0.34 0.59 0.40
H -0.30 0.14 -0.21
H 0.72 0.43 0.12
H -0.20 0.01 0.30
H 0.46 0.22 0.57
H -0.13 0.06 0.00
H -0.45 0.21 0.40
H 0.46 0.00 0.20
C 1.03 0.68 0.73
C -1.81 0.64 0.03
C -0.32 -1.12 -1.30
N 1.15 -1.15 -0.08
C -0.28 0.28 0.93
C -0.65 -0.21 0.33
C 0.10 1.34 -0.27
C -1.23 -0.65 0.06
C -0.53 0.46 0.26
H 0.38 -0.02 0.31
H -0.39 -0.14 -0.31
H 0.00 0.06 0.14
H -0.26 -0.27 0.54
H -0.20 0.42 0.16
H 0.90 0.39 -0.73
H -0.44 -0.17 0.18
H -0.20 0.05 0.20
H 0.08 0.43 -0.21
H 0.40 -0.21 -0.19
H 0.26 -0.17 0.11
H -0.11 -0.05 0.25
H 0.25 -0.03 -0.18
H 0.28 0.05 -0.10
H 0.16 -0.49 0.11
H 0.08 0.49 -0.15
H 0.72 -0.66 -0.62
H 0.41 0.08 -0.23
C 0.61 -1.28 -0.37
C -0.97 0.38 0.32
C 0.59 0.25 0.43
N 0.64 0.37 0.35
C 1.68 0.56 0.73
C -0.04 -0.55 0.24
C -1.67 0.52 -0.37
C 0.24 1.37 -1.20
C -0.11 0.09 -0.11
H 0.01 0.06 0.07
H -0.03 -0.32 0.11
H -0.09 -0.04 -0.06
H -0.14 -0.11 -0.41
H 0.65 -0.08 0.01
H 0.08 -0.06 -0.29
H 0.04 0.13 -0.01
H -0.20 -0.10 -0.39
H -0.34 -0.11 -0.31
H -0.17 0.05 0.24
H -0.07 -0.40 0.02
H 0.18 -0.05 -0.31
H 0.09 -0.24 0.63
H -0.24 0.21 -0.04
H -0.26 -0.11 0.46
H 0.03 0.07 -0.44
H -0.39 -0.61 0.17
H -0.09 0.09 0.48
C -0.08 -0.85 -0.59
C -0.40 1.28 -0.16
C 0.13 -0.53 0.06
N -1.90 -0.54 1.16
C 1.29 0.11 0.79
C 0.44 -0.32 -1.88
C 0.44 -0.20 0.89
C -0.96 0.12 -1.16
C 0.86 -0.40 0.25
H -0.68 0.12 0.14
H 0.50 0.04 -0.08
H 0.64 0.55 0.64
H -0.04 0.17 0.13
H -0.11 -0.20 -0.16
H 0.11 0.48 -0.12
H -0.21 -0.15 0.12
H 0.13 0.31 0.01
H -0.08 -0.12 -0.25
H -0.02 -0.04 0.66
H 0.03 0.73 -0.12
H -0.63 -0.02 0.53
H -0.55 -0.54 -0.65
H 0.42 -0.39 0.09
H 0.18 0.99 0.54
H -0.20 -0.09 -0.22
H 0.25 0.11 -0.19
H 0.44 -0.36 -0.37
C 1.18 0.55 1.32
N 0.27 0.83 -1.54
C -0.79 0.66 0.81
C -0.68 -0.51 0.52
C 1.04 -0.03 -0.24
C 0.41 0.58 -1.06
O -1.65 -2.55 -1.08
H -0.02 0.11 0.00
H -0.28 0.25 0.00
H -0.55 -0.34 -0.75
H 0.40 -0.10 0.20
H -0.08 -0.46 0.13
H -0.33 0.45 -0.07
H -0.28 0.38 -0.17
H 0.31 0.01 0.19
H 0.05 -0.38 0.04
H -0.27 0.29 0.59
H -0.14 -0.25 -0.88
H 0.79 0.44 0.37
H -0.02 -0.26 0.08
H 0.47 0.29 1.23
C -0.60 0.65 -2.43
N -0.22 1.60 0.85
C -0.18 -0.52 1.54
C 0.27 0.27 0.54
C -1.17 -0.95 -0.78
C 0.54 -0.52 0.51
O 0.78 -0.43 0.31
H 0.43 0.01 -0.15
H 0.25 -0.10 0.97
H -0.01 -0.09 0.04
H -0.08 0.01 -0.07
H -0.16 0.04 0.23
H 0.12 -0.17 -0.71
H 0.02 -0.06 -0.44
H 0.23 -0.27 -0.23
H 0.15 0.31 0.01
H -0.05 0.54 -0.17
H -0.13 -0.27 -0.01
H -0.16 -0.16 0.07
H -0.07 -0.12 -0.14
H -0.36 -0.10 0.01
C 1.27 0.61 0.13
N -1.50 0.08 -0.68
C -0.93 -0.87 1.41
C 0.88 -0.70 0.68
C 0.96 0.54 -1.80
C -2.73 -0.32 1.21
O 1.27 -0.88 -0.72
H -0.40 0.46 0.23
H -0.24 0.33 -0.19
H 0.37 0.22 0.31
H 0.40 0.25 -0.75
H 0.08 -0.22 0.15
H 0.25 0.08 -0.07
H -0.24 0.14 -0.14
H 0.21 -0.13 0.04
H -0.07 -0.08 -0.03
H 0.24 -0.02 0.17
H 0.15 0.49 0.02
H -0.51 -0.06 0.35
H -0.58 0.02 -0.07
H 0.72 -0.06 -0.27
C -0.36 -1.91 -0.36
N 0.42 0.06 0.83
C -0.19 1.52 0.16
C -1.71 -1.13 -1.92
C 1.40 -0.08 0.66
C 0.81 -0.11 0.70
O 0.04 -0.04 -1.57
H -0.25 0.13 0.12
H -0.14 0.35 0.31
H 0.45 0.38 -0.11
H 0.08 -0.06 0.12
H -0.26 -0.44 0.06
H -0.40 0.38 0.13
H 0.24 0.02 0.44
H 0.70 0.26 0.07
H -0.23 0.47 0.20
H 0.36 -0.41 -0.42
H -0.45 -0.15 0.13
H -0.23 0.03 -0.27
H -0.02 0.73 0.71
H -0.30 0.09 0.13
C -1.16 -0.49 0.50
N 1.31 -1.58 -1.25
C 0.68 1.10 -0.83
C -1.32 0.29 0.14
C -2.00 -0.25 0.23
C 0.27 1.27 0.23
O -0.67 -1.67 0.85
H 0.12 0.30 0.33
H 0.12 0.27 0.10
H 0.03 -0.06 -0.03
H 0.26 -0.05 -0.20
H -0.28 -0.25 0.07
H 0.01 -0.13 -0.05
H -0.20 -0.10 -0.63
H 0.70 0.71 -0.37
H 0.19 0.12 0.60
H 0.56 -0.13 0.93
H 1.00 0.14 -0.32
H -0.22 -0.02 -0.30
H -0.02 -0.10 0.10
H 0.35 0.37 -0.36
Br 0.06 -0.58 0.21
Br 0.37 0.20 0.00
Br 0.16 -0.07 -0.05
Br 0.21 -0.17 -0.02
Br 0.52 0.36 -0.28
Br 0.17 0.01 0.25
Br -0.18 0.57 0.59
Br -0.10 0.51 0.26